Density functional theory data (ωB97M-V/def2-TZVPD) for C4H11NS in the gas phase.

Computed properties:
relative energy (zero: lowest compared OMol25 entry of this formula, charge and spin) = 169.2 kJ/mol
HOMO = -8.3634 eV
lowest unoccupied orbital energy = 0.034 Eh
M = 105.21 g/mol
strongest force on any atom = 0.0573 hartree/bohr
Kohn-Sham gap = 9.29 eV
energy = -611.877669 hartree

Last column: Mulliken charge in e.
Positions of all 17 atoms, in Å:
S (-2.28, 0.62, -1.68)  -0.2643
N (0.68, 0.72, 0.71)  -0.2333
C (-0.66, -0.22, -1.94)  -0.5882
C (-0.39, -1.10, -0.68)  -0.8260
C (1.48, 0.84, 1.97)  -0.8625
C (-0.12, -0.53, 0.71)  -0.4977
H (0.61, -1.51, -0.96)  0.2963
H (0.48, 1.68, 0.39)  0.2243
H (0.44, -1.26, 1.33)  0.3209
H (-2.63, 1.08, -2.88)  0.1131
H (2.43, 1.44, 1.91)  0.3048
H (0.65, 1.07, 2.76)  0.2906
H (-1.07, -1.91, -0.54)  0.4057
H (1.89, -0.11, 2.48)  0.2495
H (0.10, 0.55, -2.06)  0.3497
H (-1.02, -0.48, 1.31)  0.3400
H (-0.60, -0.89, -2.81)  0.3774